[1]
{"formula": "C20H28F17N2O5", "method": "ωB97M-V with the def2-TZVPD basis set", "species": ["O", "C", "C", "O", "C", "O", "C", "N", "C", "C", "C", "F", "F", "C", "F", "F", "C", "F", "F", "C", "F", "F", "C", "F", "F", "C", "F", "F", "C", "F", "F", "C", "F", "F", "F", "H", "H", "H", "H", "H", "H", "H", "H", "H", "H", "H", "H", "H", "C", "O", "C", "C", "N", "C", "C", "O", "C", "H", "H", "H", "H", "H", "H", "H", "H", "H", "H", "H", "H", "H", "H", "H"], "coordinates": [[7.1790, -4.8779, 0.7305], [6.5299, -3.8739, -0.0611], [5.7359, -2.9871, 0.9053], [4.6223, -2.3954, 0.2843], [4.7066, -0.9787, 0.1393], [3.8034, -0.3042, 0.9257], [2.4717, -0.3357, 0.3920], [1.6854, 0.6824, 0.9581], [0.3179, 0.4228, 0.6367], [-0.2837, -0.5260, 1.7501], [-1.6929, -1.0529, 1.4120], [-2.5658, -1.0504, 2.4442], [-2.2345, -0.2031, 0.4864], [-1.6901, -2.4394, 0.6687], [-2.8481, -2.4852, -0.0209], [-0.6839, -2.4172, -0.1947], [-1.6547, -3.6548, 1.6216], [-0.9689, -3.2777, 2.7120], [-2.8632, -3.9286, 2.0655], [-0.9009, -4.9308, 1.1116], [-1.1763, -5.8575, 2.0560], [0.4013, -4.7200, 1.2189], [-1.3713, -5.5499, -0.2427], [-2.6500, -5.2064, -0.4180], [-1.4238, -6.8719, -0.0730], [-0.5299, -5.2913, -1.5384], [0.5413, -4.5196, -1.4027], [-0.0703, -6.4828, -1.9649], [-1.3466, -4.7383, -2.7445], [-2.2620, -5.6279, -3.1011], [-1.9178, -3.5935, -2.4457], [-0.4902, -4.4579, -4.0136], [0.1724, -5.4910, -4.4612], [-1.3707, -4.1312, -4.9686], [0.2748, -3.4192, -3.8841], [7.4619, -5.6103, 0.1731], [7.2913, -3.2910, -0.5981], [5.8601, -4.3795, -0.7644], [6.3970, -2.2822, 1.4202], [5.3606, -3.6781, 1.6739], [5.7079, -0.5780, 0.3417], [4.4826, -0.7567, -0.9191], [2.0677, -1.3656, 0.6129], [2.4669, -0.2322, -0.7286], [-0.2417, 1.3628, 0.6005], [0.2613, -0.0440, -0.3744], [-0.2940, 0.0170, 2.6932], [0.3851, -1.3887, 1.7792], [-1.4053, 8.4663, -0.3554], [-2.0918, 7.8910, 0.7391], [-3.4474, 7.5571, 0.4619], [-3.6462, 6.0527, 0.4116], [-3.0174, 5.4707, -0.7676], [-2.9319, 4.0075, -0.7467], [-2.1107, 3.3458, 0.3593], [-0.7180, 3.5734, 0.2682], [-0.2676, 4.7885, 0.8285], [-0.4561, 8.8525, 0.0146], [-1.1903, 7.7212, -1.1280], [-1.9737, 9.2932, -0.7918], [-3.8021, 8.0332, -0.4577], [-4.0413, 7.9527, 1.2918], [-4.7191, 5.8359, 0.3865], [-3.2340, 5.6362, 1.3389], [-2.0789, 5.8386, -0.8533], [-2.4959, 3.7075, -1.7027], [-3.9492, 3.6019, -0.7230], [-2.2362, 2.2660, 0.2460], [-2.4789, 3.5880, 1.3641], [-0.8610, 5.0902, 1.6964], [-0.2651, 5.5863, 0.0780], [0.7648, 4.6423, 1.1477]], "forces_ev_per_a": [[0.2, 0.0, 0.2], [0.2, -0.2, 0.1], [-0.4, -1.1, 0.3], [0.9, 0.5, 0.0], [-0.7, 0.7, -0.8], [0.5, 0.0, -0.3], [-1.5, 0.3, 0.7], [0.3, 0.1, 0.1], [1.0, 0.1, 0.4], [-0.7, -0.5, -1.1], [1.6, 0.8, -0.5], [-0.3, -0.4, 0.3], [-0.6, 0.1, -0.1], [-1.3, 1.5, 1.1], [-0.3, -0.6, -0.4], [0.6, -0.7, -0.5], [1.1, 0.8, -0.2], [0.7, 0.0, 0.5], [-1.2, -0.6, -0.3], [-0.6, 0.0, 1.0], [-0.4, -0.4, 0.2], [0.7, 0.2, -0.8], [0.2, -0.2, 0.4], [-0.6, 0.9, -0.3], [0.5, -0.8, 0.1], [-0.1, -0.2, -1.3], [0.2, 0.6, 0.7], [0.1, -0.6, 0.0], [1.2, -0.2, 0.1], [-0.8, -0.7, -0.1], [-0.6, 1.0, 0.4], [-1.4, 0.3, -0.5], [0.8, -0.9, 0.1], [-0.7, 0.0, -0.5], [1.3, 0.8, 0.6], [-0.1, 0.3, 0.0], [-0.2, -0.1, -0.1], [-0.1, 0.4, 0.0], [-0.1, 0.2, -0.2], [0.1, 0.1, 0.0], [0.0, -0.4, 0.3], [0.0, -0.2, 0.1], [0.2, 0.0, -0.2], [0.6, -0.3, 0.0], [0.0, -0.3, 0.1], [-0.6, -0.1, 0.2], [0.0, -0.1, 0.0], [0.1, 0.2, 0.4], [0.1, -0.1, 0.2], [0.0, 0.2, -0.3], [-0.2, -0.2, 0.4], [0.3, 0.0, -0.2], [-0.1, 0.0, 0.1], [0.1, 0.1, -0.1], [0.0, -0.3, -0.1], [-0.3, 0.3, 0.1], [0.3, -0.2, -0.2], [0.0, 0.0, 0.1], [0.0, 0.1, -0.1], [0.0, 0.0, -0.1], [0.1, 0.0, -0.1], [0.0, 0.0, 0.0], [0.0, 0.0, 0.0], [-0.1, 0.1, 0.1], [0.0, 0.0, 0.0], [0.0, -0.1, 0.0], [0.0, 0.0, 0.1], [0.0, 0.0, 0.0], [0.0, 0.2, 0.0], [-0.1, 0.0, 0.0], [-0.1, 0.2, 0.1], [0.0, -0.1, 0.0]], "gap_ev": 4.44, "lumo_energy_ev": 2.58, "total_charge": -1}


[2]
{"formula": "C3H31NO13", "method": "ωB97M-V with the def2-TZVPD basis set", "species": ["C", "N", "C", "C", "O", "H", "H", "H", "H", "H", "H", "H", "H", "H", "O", "H", "H", "O", "H", "H", "O", "H", "H", "O", "H", "H", "O", "H", "H", "O", "H", "H", "O", "H", "H", "O", "H", "H", "O", "H", "H", "O", "H", "H", "O", "H", "H", "O"], "coordinates": [[0.2961, -0.8696, -0.5180], [0.3309, -2.2728, -0.1336], [1.0973, -2.6116, 1.0678], [0.8487, -1.8124, 2.3704], [0.7537, -0.6117, 2.5000], [-0.3803, -0.6711, -1.3644], [-0.0790, -0.2161, 0.2768], [1.2698, -0.5301, -0.7975], [-0.6162, -2.6305, -0.0393], [2.1542, -2.5768, 0.7915], [0.9342, -3.6380, 1.3394], [0.8596, -2.4447, 3.2920], [-0.4889, -1.7591, -4.2072], [0.6603, -1.2711, -3.2756], [0.0691, -1.0066, -3.9956], [1.7030, 2.3758, -1.8974], [1.7660, 1.4673, -0.5643], [2.2490, 1.8638, -1.2939], [-0.1555, 2.2743, -3.1416], [-0.7781, 3.7046, -2.7575], [-0.3344, 2.9199, -2.4266], [-3.0242, 1.8290, 0.9907], [-3.4107, 1.2045, 2.4022], [-3.6923, 1.3129, 1.4808], [-3.5543, -0.1836, 0.4701], [-2.4479, -0.1759, -0.4793], [-2.9999, -0.8323, -0.0175], [-2.4737, -1.7939, 2.8173], [-2.1552, -1.4230, 1.2409], [-1.8669, -1.8789, 2.0806], [-1.4088, 0.5722, 4.3469], [-1.6511, 0.0728, 2.9951], [-2.0695, 0.6698, 3.6467], [2.8324, 0.4022, -2.1786], [3.6066, -0.8549, -2.9393], [2.7882, -0.4472, -2.6610], [0.9725, 2.3779, 1.8584], [0.4708, 0.9805, 1.7321], [0.4924, 1.8253, 1.2275], [3.9622, -2.0071, 2.2557], [3.7551, -0.5779, 2.8030], [3.3151, -1.4245, 2.6740], [0.4335, 0.6515, -4.7459], [1.5633, 1.2901, -4.0051], [0.7940, 1.5341, -4.5381], [-1.5564, 2.3502, -1.1819], [-1.0930, 1.9442, 0.3659], [-1.7778, 1.9602, -0.3225]], "forces_ev_per_a": [[-1.0, 0.3, 0.5], [-0.4, -0.4, 0.1], [-0.4, 0.9, -0.3], [0.6, 0.0, 0.0], [-0.4, -0.2, -0.1], [0.3, -0.5, 0.1], [0.1, -0.2, -0.1], [0.7, 0.0, -0.2], [0.2, 0.1, 0.1], [0.1, 0.4, 0.3], [-0.4, -0.6, -0.1], [-0.1, 0.2, -0.4], [0.0, -0.1, 0.1], [0.1, 0.0, -0.1], [-0.1, -0.2, 0.0], [-0.7, 0.1, 0.6], [-0.8, 0.5, 0.0], [1.4, -0.3, -0.5], [-0.2, 0.5, -0.5], [0.2, -0.1, -0.5], [0.0, -0.2, 0.5], [-0.2, -0.1, 0.2], [0.1, 0.3, -0.3], [-0.4, 0.0, 0.1], [-0.1, -0.2, 0.3], [0.1, -0.2, -0.1], [0.1, 0.7, -0.5], [-0.5, 0.2, -0.4], [-0.8, -0.3, 0.7], [1.1, -0.2, 0.0], [-0.4, 0.4, 0.2], [-0.4, 0.1, -0.2], [1.0, -0.7, 0.0], [0.7, -0.1, 0.0], [0.4, 0.5, 0.3], [-1.1, -0.4, -0.3], [-0.2, 0.4, -0.3], [0.1, 0.0, -0.4], [0.4, -0.3, 0.9], [0.0, 0.2, 0.2], [0.0, -0.1, 0.0], [0.6, -0.3, 0.0], [0.0, 0.2, 0.1], [0.1, 0.0, -0.2], [0.0, -0.2, 0.1], [1.0, 0.0, 0.5], [0.7, 0.6, -0.9], [-1.4, -0.7, 0.4]], "gap_ev": 8.72, "lumo_energy_ev": 0.16, "de_lowest_kj_mol": 240.4}


[3]
{"formula": "C3H8NS3", "method": "ωB97M-V with the def2-TZVPD basis set", "species": ["C", "C", "C", "N", "S", "S", "S", "H", "H", "H", "H", "H", "H", "H", "H"], "coordinates": [[-1.3773, -0.8753, -1.1709], [1.6491, 0.1769, 0.4669], [-1.0275, 1.2025, 0.0234], [-1.3082, 0.3353, -0.9918], [0.1648, 0.5734, 1.3986], [-0.7931, -2.2385, -0.1808], [0.6424, -2.8979, -1.5296], [2.4766, 0.1768, 1.1488], [-1.8211, -1.3907, -2.0206], [1.5590, 0.8063, -0.3594], [1.3774, -0.8011, 0.0456], [-0.7407, 2.1953, -0.4594], [-1.9117, 1.3811, 0.5922], [-0.4917, -0.5491, 1.5044], [0.6123, -4.1855, -1.0616]], "forces_ev_per_a": [[0.2, -2.4, -0.6], [-2.0, -2.2, 0.5], [0.9, 1.1, -0.4], [-1.0, 0.8, -0.9], [0.1, 2.7, 0.2], [0.3, -0.2, 1.3], [0.0, -0.7, 0.1], [0.5, 0.2, -0.2], [-0.1, 1.0, -0.7], [0.9, 1.5, -1.1], [0.8, -0.1, 0.3], [0.4, -1.2, 1.3], [-0.8, 0.2, 0.5], [-0.2, -1.3, 0.0], [-0.1, 0.6, -0.4]], "gap_ev": 8.61, "lumo_energy_ev": -4.12, "total_charge": 1, "de_lowest_kj_mol": 240.4}